<i>
Molecular formula: C27H63N9O9
Method: DFT, ωB97M-V with the def2-TZVPD basis set

## Properties
structure (SMILES)	CN(C)C=O.CN(C)C=O.CN(C)C=O.CN(C)C=O.CN(C)C=O.CN(C)C=O.CN(C)C=O.CN(C)C=O.CN(C)C=O
multiplicity	1
HOMO-LUMO gap	0.327	Ha
E_LUMO	0.0102	hartree

```
108
C27H63N9O9 ωB97M-V with the def2-TZVPD basis set
C 2.70 -0.71 -4.62
O 2.09 0.11 -5.29
N 2.96 -1.98 -4.99
C 3.83 -2.82 -4.18
C 2.74 -2.33 -6.39
H 3.04 -0.49 -3.60
H 3.68 -3.78 -4.66
H 3.73 -2.74 -3.10
H 4.88 -2.51 -4.28
H 3.59 -2.91 -6.76
H 1.86 -2.97 -6.47
H 2.64 -1.50 -7.08
C -1.14 1.62 4.34
O -0.32 1.89 5.22
N -1.81 0.45 4.28
C -2.63 0.22 3.12
C -1.63 -0.67 5.18
H -1.40 2.21 3.45
H -2.70 0.90 2.27
H -3.66 -0.03 3.40
H -2.15 -0.66 2.66
H -1.92 -1.65 4.82
H -0.61 -0.90 5.51
H -2.15 -0.42 6.10
C -0.12 -4.09 -1.75
O -1.08 -3.42 -1.43
N 0.29 -4.27 -3.05
C 1.34 -5.29 -3.21
C -0.28 -3.69 -4.25
H 0.52 -4.68 -1.07
H 1.79 -5.68 -2.29
H 2.11 -4.82 -3.80
H 1.03 -6.27 -3.58
H -0.17 -4.42 -5.06
H -1.29 -3.33 -4.11
H 0.37 -2.87 -4.58
C 1.37 -0.29 -1.19
O 2.46 -0.14 -0.67
N 0.22 0.18 -0.65
C -1.09 -0.28 -1.14
C 0.20 0.89 0.59
H 1.19 -0.98 -2.03
H -1.80 0.55 -1.13
H -1.49 -1.03 -0.46
H -1.15 -0.57 -2.19
H -0.63 0.51 1.20
H 1.07 0.78 1.22
H 0.00 1.97 0.68
C -2.49 4.75 2.29
O -1.79 3.93 1.71
N -2.02 5.72 3.06
C -2.96 6.75 3.50
C -0.63 6.02 3.34
H -3.59 4.71 2.30
H -2.86 7.70 2.97
H -2.86 6.91 4.57
H -4.01 6.52 3.32
H -0.20 6.30 2.38
H -0.48 6.79 4.08
H -0.14 5.14 3.76
C -5.81 1.28 2.18
O -5.05 2.22 2.02
N -5.92 0.20 1.34
C -6.67 -0.96 1.74
C -5.10 0.11 0.13
H -6.50 1.11 3.02
H -7.66 -0.94 1.29
H -6.90 -1.01 2.81
H -6.20 -1.91 1.46
H -5.76 0.66 -0.55
H -4.19 0.70 0.04
H -4.84 -0.87 -0.26
C -3.11 -0.03 -5.13
O -2.60 -0.85 -5.87
N -3.78 -0.47 -4.03
C -4.45 0.40 -3.07
C -3.96 -1.90 -3.66
H -3.03 1.07 -5.07
H -3.83 0.39 -2.17
H -5.49 0.17 -2.87
H -4.41 1.42 -3.47
H -5.02 -2.10 -3.47
H -3.67 -2.62 -4.42
H -3.36 -2.05 -2.76
C 5.77 -0.66 -0.85
O 6.49 -0.90 -1.81
N 5.98 -1.19 0.37
C 5.02 -1.17 1.46
C 7.22 -1.93 0.65
H 4.79 -0.17 -0.99
H 5.28 -0.32 2.09
H 5.17 -2.05 2.07
H 3.99 -0.94 1.16
H 8.05 -1.64 0.01
H 7.53 -1.85 1.68
H 6.96 -2.95 0.34
C 5.42 1.92 2.85
O 6.46 2.06 3.47
N 4.21 1.80 3.46
C 3.01 1.76 2.69
C 4.07 2.01 4.90
H 5.30 2.14 1.78
H 2.17 1.14 2.99
H 3.23 1.79 1.62
H 2.53 2.75 2.76
H 5.03 1.95 5.42
H 3.60 2.98 5.09
H 3.55 1.14 5.30
```

Atomic partial charges in e from the Löwdin method, atoms 1 to 8: C -0.36; O 0.02; N -0.19; C -0.06; C -0.04; H 0.13; H 0.07; H 0.09

***

<ii>
Molecular formula: C27H63N9O9
Method: DFT, ωB97M-V with the def2-TZVPD basis set

## Properties
structure (SMILES)	CNC(C)=O.CNC(C)=O.CNC(C)=O.CNC(C)=O.CNC(C)=O.CNC(C)=O.CNC(C)=O.CNC(C)=O.CNC(C)=O
multiplicity	1
HOMO-LUMO gap	0.287	Ha
E_LUMO	-0.0125	hartree

```
108
C27H63N9O9 ωB97M-V with the def2-TZVPD basis set
C -9.13 -12.40 13.46
C -7.71 -12.17 13.93
O -6.84 -13.01 13.79
N -7.47 -10.99 14.57
C -6.16 -10.62 15.05
H -9.65 -13.06 14.14
H -9.09 -12.82 12.46
H -9.69 -11.46 13.43
H -8.21 -10.31 14.65
H -6.26 -10.04 15.97
H -5.57 -10.07 14.31
H -5.63 -11.52 15.35
C -5.14 -14.30 16.13
C -4.58 -15.53 16.82
O -4.23 -16.52 16.20
N -4.48 -15.42 18.16
C -4.10 -16.52 19.02
H -4.89 -13.41 16.71
H -6.22 -14.42 16.04
H -4.69 -14.22 15.15
H -4.85 -14.60 18.61
H -4.63 -16.44 19.97
H -3.02 -16.56 19.18
H -4.38 -17.49 18.60
C -1.05 -16.37 16.92
C -0.01 -16.47 18.01
O 0.73 -17.43 18.09
N 0.06 -15.41 18.87
C 1.15 -15.26 19.81
H -1.68 -17.25 16.96
H -0.53 -16.43 15.97
H -1.66 -15.46 16.90
H -0.51 -14.61 18.65
H 1.59 -14.26 19.71
H 1.93 -15.97 19.56
H 0.82 -15.37 20.84
C -5.27 -15.34 22.41
C -6.11 -15.00 23.62
O -5.75 -15.25 24.76
N -7.32 -14.45 23.34
C -8.32 -14.17 24.35
H -5.65 -16.28 21.99
H -4.22 -15.42 22.67
H -5.36 -14.59 21.62
H -7.56 -14.31 22.37
H -9.22 -14.76 24.16
H -8.58 -13.12 24.37
H -7.92 -14.49 25.31
C -5.80 -19.17 21.15
C -5.59 -20.66 21.03
O -4.60 -21.13 20.50
N -6.57 -21.44 21.56
C -6.51 -22.88 21.55
H -6.51 -18.82 20.40
H -4.84 -18.68 21.01
H -6.13 -18.91 22.16
H -7.30 -21.00 22.10
H -6.91 -23.27 22.48
H -5.48 -23.21 21.43
H -7.09 -23.30 20.72
C -5.51 -11.07 20.07
C -6.39 -12.02 19.30
O -6.12 -13.22 19.25
N -7.42 -11.48 18.62
C -8.39 -12.27 17.89
H -4.48 -11.28 19.80
H -5.63 -11.22 21.14
H -5.72 -10.02 19.85
H -7.57 -10.49 18.72
H -9.37 -11.79 17.94
H -8.52 -13.24 18.36
H -8.10 -12.41 16.85
C 0.70 -16.15 11.61
C -0.55 -15.89 12.39
O -1.54 -16.59 12.27
N -0.51 -14.81 13.22
C -1.63 -14.40 14.04
H 1.52 -15.47 11.84
H 0.45 -16.08 10.55
H 1.03 -17.17 11.80
H 0.31 -14.24 13.20
H -2.30 -15.24 14.21
H -2.18 -13.58 13.58
H -1.28 -14.10 15.03
C -1.96 -19.07 14.82
C -2.68 -19.96 15.80
O -2.30 -21.11 15.98
N -3.76 -19.44 16.41
C -4.62 -20.22 17.26
H -0.90 -19.04 15.07
H -2.37 -18.07 14.71
H -2.01 -19.63 13.88
H -3.94 -18.44 16.35
H -5.52 -20.52 16.71
H -4.91 -19.65 18.15
H -4.10 -21.11 17.62
C -8.00 -16.22 19.05
C -8.75 -17.22 19.90
O -8.91 -18.37 19.55
N -9.22 -16.75 21.09
C -9.82 -17.60 22.08
H -7.51 -16.76 18.24
H -7.28 -15.64 19.62
H -8.70 -15.51 18.60
H -9.10 -15.78 21.33
H -9.50 -17.28 23.08
H -9.46 -18.62 21.95
H -10.91 -17.59 22.05
```

Atomic partial charges in e from the Löwdin method, atoms 1 to 8: C 0.00; C -0.56; O 0.05; N -0.01; C -0.07; H 0.08; H 0.09; H 0.07

***

<iii>
Molecular formula: C27H63N9O9
Method: DFT, ωB97M-V with the def2-TZVPD basis set

## Properties
structure (SMILES)	CNC(C)=O.CNC(C)=O.CNC(C)=O.CNC(C)=O.CNC(C)=O.CNC(C)=O.CNC(C)=O.CNC(C)=O.CNC(C)=O
multiplicity	1
HOMO-LUMO gap	0.330	Ha
E_LUMO	0.0101	hartree

```
108
C27H63N9O9 ωB97M-V with the def2-TZVPD basis set
C -1.32 0.11 -0.23
C 0.15 -0.12 0.06
O 0.56 -1.28 0.12
N 0.87 0.98 0.33
C 2.31 1.00 0.51
H -2.12 -0.42 0.38
H -1.40 -0.18 -1.13
H -1.51 1.16 -0.04
H 0.68 1.85 0.25
H 2.73 0.93 1.54
H 2.90 1.73 0.10
H 2.85 0.22 -0.03
C 1.41 -0.03 -3.80
C 0.25 0.47 -4.59
O 0.11 1.67 -4.89
N -0.70 -0.34 -4.97
C -1.92 -0.07 -5.63
H 1.68 -0.94 -4.00
H 1.53 0.22 -2.65
H 2.24 0.42 -4.35
H -0.63 -1.37 -4.76
H -1.74 -0.23 -6.78
H -2.23 1.03 -5.57
H -2.72 -0.48 -5.03
C -4.29 -2.77 -1.01
C -4.09 -2.54 -2.54
O -2.99 -2.18 -3.00
N -5.02 -2.97 -3.27
C -5.06 -2.74 -4.67
H -5.31 -2.83 -0.71
H -3.83 -2.00 -0.45
H -3.51 -3.66 -0.67
H -5.91 -3.37 -2.99
H -4.48 -1.94 -4.95
H -6.09 -2.59 -5.09
H -4.63 -3.68 -5.17
C -1.59 -2.06 2.79
C -0.32 -1.89 3.68
O -0.28 -2.32 4.86
N 0.84 -1.32 3.13
C 2.10 -1.15 3.71
H -2.18 -1.19 2.70
H -2.20 -2.80 3.33
H -1.29 -2.09 1.82
H 0.83 -1.05 2.13
H 2.44 -2.18 4.19
H 2.13 -0.29 4.40
H 3.00 -0.78 3.00
C -2.43 5.09 3.02
C -1.76 3.81 3.00
O -1.50 3.29 1.95
N -1.42 3.21 4.16
C -0.75 1.99 4.28
H -3.18 5.18 2.13
H -1.60 6.01 2.93
H -2.92 5.10 3.80
H -1.72 4.00 5.01
H 0.26 2.11 4.06
H -1.00 1.12 3.50
H -0.76 1.65 5.46
C 5.04 -6.39 -0.76
C 3.88 -5.37 -0.54
O 2.67 -5.80 -0.38
N 4.22 -4.07 -0.48
C 3.32 -2.90 -0.15
H 5.16 -6.68 -1.87
H 5.03 -7.34 -0.47
H 5.93 -5.80 -0.49
H 5.10 -3.85 -0.83
H 3.17 -2.22 -1.08
H 3.83 -2.04 0.64
H 2.66 -3.31 0.55
C 1.39 4.81 1.18
C 1.24 4.32 -0.26
O 2.09 4.60 -1.14
N 0.06 3.69 -0.53
C -0.46 3.26 -1.80
H 2.17 5.44 0.89
H 1.58 4.06 1.99
H 0.58 5.25 1.58
H -0.47 3.69 0.24
H -0.09 2.48 -2.20
H -0.26 4.17 -2.47
H -1.43 2.99 -1.89
C 5.63 1.10 -1.18
C 6.28 0.58 0.15
O 5.71 -0.21 0.88
N 7.47 1.01 0.45
C 8.39 0.75 1.59
H 6.30 1.59 -1.84
H 4.88 1.81 -0.82
H 5.16 0.42 -1.97
H 7.80 1.80 -0.17
H 9.52 0.86 1.19
H 7.95 -0.11 1.98
H 8.09 1.53 2.31
C -5.19 0.07 2.83
C -5.41 0.12 1.40
O -4.61 0.51 0.62
N -6.59 -0.30 0.93
C -7.14 -0.20 -0.45
H -5.60 -0.86 3.35
H -5.31 1.01 3.35
H -4.07 0.11 2.97
H -7.15 -0.70 1.62
H -6.58 0.76 -0.82
H -8.18 -0.05 -0.43
H -7.21 -1.11 -1.04
```

Atomic partial charges in e from the Löwdin method, atoms 1 to 8: C 0.05; C -0.50; O 0.02; N 0.10; C -0.06; H 0.10; H 0.00; H 0.08

***

Least stable: <iii>

***

<i>
Molecular formula: C5H10S
Method: DFT, ωB97M-V with the def2-TZVPD basis set

## Properties
multiplicity	1
HOMO-LUMO gap	0.319	Ha
E_LUMO	0.0189	hartree

```
16
C5H10S ωB97M-V with the def2-TZVPD basis set
C 2.10 -0.55 -0.21
C 0.92 0.54 -0.45
C -0.37 0.04 0.31
C -1.66 1.11 0.06
C -1.16 -1.10 0.10
H 3.28 0.29 -0.28
H 1.63 -1.50 -1.24
H 2.10 -0.98 1.07
H 0.75 0.67 -1.69
H 1.07 1.57 -0.02
H -0.08 0.22 1.45
H -1.37 1.91 -0.66
H -2.21 1.44 1.08
H -1.33 -1.28 1.34
H -1.05 -2.04 -0.46
S -2.61 -0.34 -0.40
```

Atomic partial charges in e from the Löwdin method, atoms 1 to 8: C -0.19; C -0.35; C -0.52; C -0.41; C -0.58; H 0.15; H 0.18; H 0.12

***

<ii>
Molecular formula: C5H10S
Method: DFT, ωB97M-V with the def2-TZVPD basis set

## Properties
structure (SMILES)	C[C@H](S)C1CC1
multiplicity	1
HOMO-LUMO gap	0.363	Ha
E_LUMO	0.0331	hartree

```
16
C5H10S ωB97M-V with the def2-TZVPD basis set
C 0.42 -1.63 -0.68
C -0.39 -0.76 0.27
C 0.58 0.37 0.92
C 1.29 1.45 -0.02
C 1.99 0.57 1.03
H 0.87 -1.20 -1.62
H -0.39 -2.33 -1.25
H 1.11 -2.12 -0.07
H -0.86 -1.11 1.17
H -1.26 1.45 -0.77
H -0.06 0.42 2.04
H 1.56 1.35 -0.99
H 1.11 2.52 0.26
H 2.19 0.79 2.19
H 2.58 -0.27 0.75
S -1.89 0.03 -0.68
```

Atomic partial charges in e from the Löwdin method, atoms 1 to 8: C -0.17; C -0.63; C -0.35; C -0.08; C -0.19; H 0.09; H 0.11; H 0.04

***

<iii>
Molecular formula: C5H10S
Method: DFT, ωB97M-V with the def2-TZVPD basis set

## Properties
structure (SMILES)	C=CC(C)(C)S
multiplicity	1
HOMO-LUMO gap	0.362	Ha
E_LUMO	0.0313	hartree

```
16
C5H10S ωB97M-V with the def2-TZVPD basis set
C 0.20 0.92 1.37
C -0.04 0.23 0.00
C -0.13 1.48 -1.03
C 1.04 -0.62 -0.55
C 2.20 -0.82 0.02
H 0.47 0.23 2.21
H -0.55 1.62 1.69
H 1.08 1.53 1.14
H -0.95 2.15 -0.59
H 0.85 2.09 -1.04
H -0.29 1.18 -2.13
H -2.47 -0.02 -0.09
H 0.83 -0.82 -1.58
H 3.09 -1.35 -0.25
H 2.19 -0.32 0.93
S -1.49 -0.84 0.05
```

Atomic partial charges in e from the Löwdin method, atoms 1 to 8: C -0.13; C -0.88; C -0.09; C -0.27; C 0.04; H 0.10; H 0.07; H 0.07

***

<iv>
Molecular formula: C5H10S
Method: DFT, ωB97M-V with the def2-TZVPD basis set

## Properties
structure (SMILES)	C/C=C/CCS
multiplicity	1
HOMO-LUMO gap	0.367	Ha
E_LUMO	0.0363	hartree

```
16
C5H10S ωB97M-V with the def2-TZVPD basis set
C -2.83 -0.74 0.22
C -1.81 0.19 -0.42
C -0.92 0.79 0.24
C 0.31 1.35 -0.28
C 1.53 0.73 0.40
H -3.73 -0.76 -0.45
H -2.44 -1.82 0.12
H -3.08 -0.50 1.28
H -1.86 0.11 -1.57
H -0.91 0.69 1.33
H 0.56 1.20 -1.34
H 0.36 2.43 -0.23
H 1.47 0.81 1.57
H 2.49 1.19 0.02
H 0.64 -1.50 0.35
S 1.80 -0.98 -0.13
```

Atomic partial charges in e from the Löwdin method, atoms 1 to 8: C -0.11; C -0.20; C -0.22; C -0.32; C -0.60; H 0.07; H 0.09; H 0.08

***

Least stable: <i>

***

<i>
Molecular formula: C6H12N2
Method: DFT, ωB97M-V with the def2-TZVPD basis set

## Properties
multiplicity	3
HOMO-LUMO gap (alpha / beta)	0.270 / 0.280	Ha
expectation value of S²	2.008
E_LUMO (alpha / beta)	0.0419 / -0.0484	hartree

```
20
C6H12N2 ωB97M-V with the def2-TZVPD basis set
C -0.95 -0.33 0.66
C -0.65 1.12 0.25
C -0.94 -1.27 -0.25
C -0.61 1.92 1.50
C -0.95 -2.69 0.07
C 2.26 0.38 -1.60
N 0.63 1.24 -0.43
N 1.09 0.16 -0.82
H -0.96 -0.44 1.76
H -1.36 1.65 -0.41
H -0.77 -0.85 -1.27
H -1.22 1.59 2.31
H -1.07 2.82 1.34
H 0.40 2.06 1.97
H 0.15 -2.91 0.21
H -1.29 -3.16 -0.82
H -1.38 -2.77 1.13
H 2.98 -0.41 -1.47
H 1.93 0.48 -2.64
H 2.71 1.41 -1.49
```

Atomic partial charges in e from the Löwdin method, atoms 1 to 8: C -0.10; C -0.37; C -0.23; C -0.09; C -0.10; C -0.12; N 0.02; N -0.09

***

<ii>
Molecular formula: C6H12N2
Method: DFT, ωB97M-V with the def2-TZVPD basis set

## Properties
multiplicity	3
HOMO-LUMO gap (alpha / beta)	0.140 / 0.303	Ha
expectation value of S²	2.018
E_LUMO (alpha / beta)	0.0245 / -0.0894	hartree

```
20
C6H12N2 ωB97M-V with the def2-TZVPD basis set
C -2.46 0.14 0.16
C -0.43 1.82 0.41
C 1.04 -0.17 1.04
C 0.54 0.38 -1.43
C -1.20 -1.91 -0.17
C -0.04 0.34 0.15
N -3.50 0.60 0.18
N -1.28 -0.44 0.12
H -1.35 2.00 0.99
H 0.36 2.35 0.88
H -0.66 2.28 -0.56
H 1.56 -1.02 0.74
H 0.54 -0.29 2.03
H 1.80 0.49 1.20
H -0.32 0.85 -2.08
H 1.45 0.99 -1.62
H 0.78 -0.71 -1.79
H -2.22 -2.33 0.06
H -0.91 -2.15 -1.19
H -0.61 -2.32 0.52
```

Atomic partial charges in e from the Löwdin method, atoms 1 to 8: C -0.39; C -0.04; C -0.05; C -0.03; C 0.00; C -0.51; N 0.13; N -0.05

***

Least stable: <ii>